Record 1
The following is a quantum chemistry calculation of a molecular structure, C5H10O2, from the Open Molecules 2025 dataset.

Element x y z (Å)
C 2.119 0.225 -0.635
C 0.785 -0.505 -0.764
O 0.793 -1.718 -0.034
C -0.360 0.389 -0.316
C -1.725 -0.235 0.004
C -1.601 0.567 1.303
O -0.200 0.794 1.063
H 2.938 -0.433 -0.939
H 2.142 1.128 -1.257
H 2.278 0.527 0.406
H 0.609 -0.788 -1.810
H 0.782 -1.463 0.900
H -0.429 1.271 -0.971
H -2.562 -0.015 -0.661
H -1.634 -1.311 0.165
H -1.776 0.052 2.253
H -2.159 1.513 1.293

Values from the calculation:
Maximum force ... 0.00682 Eh/bohr
Gap between HOMO and LUMO ... 0.4005 hartree
Energy above the lowest of the compared OMol25 structures with the same formula, charge and spin ... 1.978 eV
Total energy ... -346.95273 hartree

***

Record 2
The following is a quantum chemistry calculation of a single C4H2O2 molecule in a non-equilibrium geometry, from the Open Molecules 2025 dataset.

Element x y z (Å)
O 3.205 -0.185 -0.232
C 2.025 -0.277 -0.141
C 0.862 -0.611 0.251
C -0.456 -0.408 0.338
C -1.311 0.628 -0.258
O -1.374 1.781 0.054
H -0.882 -1.148 0.988
H -2.070 0.220 -1.000

Values from the calculation:
Structure (SMILES) ... O=C=C=CC=O
Maximum force ... 0.08314 Eh/bohr
Gap between HOMO and LUMO ... 0.2998 hartree
Energy above the lowest of the compared OMol25 structures with the same formula, charge and spin ... 0.615 eV
Total energy ... -303.98722 hartree

***

Please write out number 2 again, unchanged.
The following is a quantum chemistry calculation of a single C4H2O2 molecule in a non-equilibrium geometry, from the Open Molecules 2025 dataset.

Element x y z (Å)
O 3.205 -0.185 -0.232
C 2.025 -0.277 -0.141
C 0.862 -0.611 0.251
C -0.456 -0.408 0.338
C -1.311 0.628 -0.258
O -1.374 1.781 0.054
H -0.882 -1.148 0.988
H -2.070 0.220 -1.000

Values from the calculation:
Structure (SMILES) ... O=C=C=CC=O
Maximum force ... 0.08314 Eh/bohr
Gap between HOMO and LUMO ... 0.2998 hartree
Energy above the lowest of the compared OMol25 structures with the same formula, charge and spin ... 0.615 eV
Total energy ... -303.98722 hartree